# C56H123Br4N8O2

A 11-piece molecular cluster, C56H123Br4N8O2 overall at a distorted geometry (ωB97M-V with the def2-TZVPD basis set, OMol25).

Output
HOMO energy (eV): -12.66
HOMO-LUMO gap (eV): 8.0
Net charge: +3
Energy relative to the best compared isomer or geometry (same formula, charge and spin) (kJ/mol): 0.00

Geometry (Å):
C -0.44198 1.70500 -2.93768
C -1.01886 0.54198 -2.24118
O -1.92244 -0.17490 -2.59827
N -0.36762 0.28591 -0.97691
H 0.64906 0.56531 -0.97938
H -0.72855 0.97360 -0.24148
C -0.67557 -1.04819 -0.32750
H 0.15383 2.39389 -2.37021
H -1.10673 2.28409 -3.58199
H 0.18939 1.21012 -3.76761
H -0.14754 -0.98357 0.60109
H -0.32665 -1.73454 -1.00436
H -1.71734 -1.01295 -0.15841
C -2.83492 -4.48051 8.14734
C -3.57664 -3.63250 8.99442
O -3.37151 -3.25055 10.12643
N -4.90899 -3.10269 8.41539
H -4.54654 -2.39753 7.75213
H -5.27194 -3.79212 7.74858
C -5.93160 -2.92746 9.51244
H -3.38410 -5.41701 8.26362
H -1.83670 -4.62378 8.64272
H -2.66867 -4.14966 7.15029
H -6.17927 -3.90708 9.91192
H -6.80304 -2.40973 9.12129
H -5.40720 -2.37461 10.28075
C 3.44225 1.12399 -5.32850
C 3.31776 1.03395 -6.84583
C 1.88964 0.97939 -7.45927
C 1.30609 -0.43703 -7.18015
N -0.10726 -0.77078 -7.65797
C -0.17346 -2.31807 -7.49055
C 0.50727 -2.89956 -8.67139
C 0.45781 -1.82101 -9.75929
C -0.29773 -0.65416 -9.12911
C -1.16601 -0.20206 -6.79469
C -1.51527 1.20763 -7.10972
C -2.94038 1.61597 -6.73452
H 4.39144 1.31073 -4.92733
H 3.08800 0.22315 -4.83995
H 2.76458 1.97958 -4.96905
H 3.85718 0.10617 -7.18107
H 3.90891 1.84120 -7.25416
H 1.90004 1.02965 -8.56578
H 1.21865 1.72153 -6.99676
H 1.34261 -0.66446 -6.13999
H 1.95596 -1.18074 -7.68085
H -1.25999 -2.49404 -7.45046
H 0.20639 -2.61672 -6.51562
H -0.06230 -3.74728 -8.99363
H 1.51508 -3.30627 -8.54770
H -0.13485 -2.09854 -10.63683
H 1.42602 -1.49792 -10.10339
H -1.35312 -0.70873 -9.34008
H 0.06080 0.30893 -9.52025
H -0.81107 -0.26939 -5.78207
H -2.05556 -0.77344 -6.97681
H -1.31546 1.54771 -8.17481
H -0.88767 1.82711 -6.46076
H -3.14818 2.53957 -7.31122
H -3.08714 1.85265 -5.72790
H -3.72573 0.89494 -7.08157
C 2.72212 2.52374 5.96417
C 1.74750 2.15808 4.86564
C 1.81286 3.11211 3.68707
C 3.06879 2.90595 2.82746
N 3.34988 4.13321 2.03351
C 2.15589 4.39860 1.14538
C 2.67013 5.21585 -0.02672
C 4.14634 4.72732 -0.15676
C 4.43182 3.83928 1.03438
C 3.85912 5.34399 2.79140
C 4.86600 5.10922 3.90047
C 5.55254 6.46734 4.23018
H 2.64023 1.89128 6.80032
H 2.65050 3.57834 6.35642
H 3.72086 2.46483 5.49154
H 0.77047 2.08632 5.28053
H 1.91539 1.16907 4.49813
H 1.64388 4.17019 4.10853
H 0.86221 2.90377 3.10370
H 2.89741 2.05523 2.16811
H 3.95992 2.62136 3.40006
H 1.39956 4.91726 1.69393
H 1.80186 3.40967 0.84494
H 2.66896 6.28193 0.20437
H 2.08982 5.09486 -0.91444
H 4.83791 5.53187 -0.10419
H 4.32579 4.23611 -1.11318
H 5.42765 4.05186 1.48583
H 4.36156 2.75661 0.81196
H 2.99371 5.88147 3.20093
H 4.28471 5.96139 2.03396
H 5.55731 4.35093 3.53639
H 4.44866 4.72031 4.78737
H 6.09684 6.88481 3.40961
H 6.20086 6.50645 5.07181
H 4.72470 7.11167 4.48379
C 5.52894 -4.18345 -7.70266
C 4.79337 -4.73636 -6.48781
C 5.00806 -3.92056 -5.17157
C 4.06188 -4.33199 -4.10230
N 4.46187 -3.98154 -2.70120
C 3.27443 -4.18332 -1.78483
C 3.61688 -3.29376 -0.60595
C 4.56925 -2.17035 -1.13850
C 4.56330 -2.44423 -2.65999
C 5.77112 -4.58012 -2.29209
C 5.82543 -6.09779 -2.58728
C 6.87421 -6.82720 -1.70090
H 5.34386 -4.91258 -8.53736
H 6.53985 -4.14256 -7.52669
H 5.16298 -3.18832 -7.96010
H 5.22984 -5.71427 -6.26844
H 3.71462 -4.88474 -6.52825
H 4.88992 -2.89733 -5.40337
H 6.09517 -4.05960 -4.97036
H 3.75982 -5.40261 -4.08488
H 3.03908 -3.82005 -4.23841
H 3.21325 -5.27022 -1.57351
H 2.47751 -3.83063 -2.39128
H 4.16219 -3.87561 0.10740
H 2.69355 -3.00860 -0.09350
H 5.52782 -2.36845 -0.79012
H 4.27389 -1.12672 -0.88895
H 5.48512 -2.23424 -3.21922
H 3.69704 -1.92092 -3.16696
H 5.88040 -4.34269 -1.27804
H 6.55557 -4.06898 -2.83230
H 6.00964 -6.27336 -3.60942
H 4.90799 -6.54670 -2.39341
H 7.04095 -7.84600 -1.91775
H 6.51903 -6.78482 -0.69137
H 7.76404 -6.26753 -1.60064
C -5.77965 -2.59447 3.50496
C -4.79608 -1.49999 3.09630
C -5.35741 -0.03754 3.24491
C -6.52637 0.33618 2.20352
N -6.17309 0.95102 0.91987
C -5.47738 2.33260 1.14597
C -6.33105 3.34202 0.48667
C -7.06582 2.48301 -0.54539
C -7.43741 1.19909 0.17763
C -5.09999 0.13814 0.20329
C -5.64680 -1.13668 -0.44555
C -4.45646 -2.00187 -0.87732
H -5.48922 -3.64581 3.28310
H -6.69766 -2.42763 3.04587
H -5.95741 -2.66296 4.56883
H -4.44820 -1.63139 2.05288
H -3.85728 -1.54490 3.67080
H -4.54441 0.71080 3.23387
H -5.81064 0.04777 4.29254
H -7.16283 1.16049 2.63337
H -7.19163 -0.60196 1.94222
H -4.48292 2.31218 0.71613
H -5.32316 2.55238 2.15498
H -5.68250 4.16177 0.14950
H -6.95442 3.87754 1.21811
H -6.42568 2.25613 -1.40458
H -7.97765 2.96927 -0.87500
H -7.72246 0.33082 -0.46752
H -8.27987 1.37620 0.85945
H -4.30481 -0.09228 0.92319
H -4.70367 0.81123 -0.55432
H -6.31601 -0.95036 -1.32996
H -6.35965 -1.65210 0.17821
H -3.92938 -1.42959 -1.57188
H -4.86097 -2.96603 -1.15354
H -3.85739 -2.17062 -0.00919
C -3.72635 0.94090 9.48214
C -2.28299 1.36727 9.53305
N -2.02339 2.40080 8.46513
C -1.82276 3.74127 8.66773
C -1.55845 4.26619 7.43099
N -1.60971 3.26725 6.53144
C -1.87467 2.14071 7.21165
C -1.59682 3.31039 5.06168
H -3.86273 0.20283 10.21863
H -3.80807 0.36431 8.58806
H -4.39292 1.80435 9.66768
H -1.58766 0.50993 9.35613
H -2.00409 1.94601 10.45288
H -1.90170 4.28940 9.59935
H -1.41252 5.28675 6.99912
H -1.95000 1.17446 6.75844
H -1.35164 2.32628 4.63125
H -0.75388 4.01333 4.79112
H -2.49109 3.72417 4.66872
Br -1.80959 2.19462 1.01164
Br -3.09935 -1.02383 6.41962
Br 1.25290 -1.67540 -3.82881
Br 2.82614 0.86723 -0.67848